{
  "formula": "C25H76O33P8",
  "method": "ωB97M-V with the def2-TZVPD basis set",
  "total_charge": 0,
  "homo_ev": -9.11,
  "total_energy_ha": -6212.573853,
  "homo_lumo_gap_ev": 9.60,
  "elements": ["C", "O", "H", "H", "H", "H", "C", "O", "P", "O", "O", "C", "O", "C", "H", "H", "H", "H", "H", "H", "H", "H", "H", "C", "O", "P", "O", "O", "C", "O", "C", "H", "H", "H", "H", "H", "H", "H", "H", "H", "C", "O", "P", "O", "O", "C", "O", "C", "H", "H", "H", "H", "H", "H", "H", "H", "H", "C", "O", "P", "O", "O", "C", "O", "C", "H", "H", "H", "H", "H", "H", "H", "H", "H", "C", "O", "P", "O", "O", "C", "O", "C", "H", "H", "H", "H", "H", "H", "H", "H", "H", "C", "O", "P", "O", "O", "C", "O", "C", "H", "H", "H", "H", "H", "H", "H", "H", "H", "C", "O", "P", "O", "O", "C", "O", "C", "H", "H", "H", "H", "H", "H", "H", "H", "H", "C", "O", "P", "O", "O", "C", "O", "C", "H", "H", "H", "H", "H", "H", "H", "H", "H"],
  "coordinates": [[-2.438876, 0.854249, 4.318114], [-1.380854, 0.425907, 5.178539], [-2.760580, 1.868174, 4.586396], [-2.046776, 0.900822, 3.300525], [-3.271828, 0.175619, 4.459598], [-0.666529, 1.074063, 5.111856], [-4.909520, -2.689830, -0.826533], [-5.796555, -3.311185, -1.790660], [-5.932607, -2.589653, -3.183201], [-4.684526, -2.276867, -3.875376], [-6.841223, -3.579193, -4.022573], [-8.166544, -3.864818, -3.625997], [-6.840683, -1.350605, -2.808692], [-7.471849, -0.534305, -3.804061], [-4.089895, -3.361966, -0.589147], [-5.523197, -2.559194, 0.060895], [-4.520193, -1.738573, -1.178748], [-8.297117, -4.902279, -3.321591], [-8.888150, -3.658801, -4.420597], [-8.505987, -3.242304, -2.791062], [-8.494343, -0.358639, -3.475489], [-7.526112, -1.048198, -4.765172], [-6.936638, 0.405125, -3.897200], [-4.424723, 4.052753, -0.393530], [-5.251667, 4.012174, 0.775391], [-6.795944, 4.285848, 0.698807], [-7.519114, 3.428025, -0.235675], [-7.153352, 4.188204, 2.213484], [-8.421791, 4.670912, 2.695937], [-6.986996, 5.844671, 0.434415], [-6.915623, 6.389936, -0.876154], [-3.842314, 3.138926, -0.418036], [-3.768629, 4.921843, -0.355305], [-5.072295, 4.112341, -1.269282], [-8.901142, 5.295817, 1.946241], [-8.228446, 5.281113, 3.574869], [-9.017003, 3.803638, 2.964318], [-7.252207, 7.420312, -0.823747], [-7.538853, 5.827901, -1.576550], [-5.898754, 6.352571, -1.273334], [2.477914, 4.823356, 3.998565], [2.307855, 4.067237, 5.176621], [1.738621, 2.606205, 5.234694], [0.583509, 2.355834, 4.367711], [2.972478, 1.644241, 4.967772], [3.350083, 1.385166, 3.625831], [1.514656, 2.464817, 6.768163], [1.187179, 1.178872, 7.307111], [2.072241, 4.341720, 3.103899], [3.526787, 5.057808, 3.827540], [1.917794, 5.757288, 4.078061], [4.434236, 1.337374, 3.514883], [2.952782, 2.095439, 2.898870], [3.012302, 0.393028, 3.307058], [1.168540, 0.376797, 6.570393], [0.198752, 1.214073, 7.766500], [1.885086, 0.936484, 8.106272], [4.490740, 1.898817, -0.178719], [3.137802, 1.691831, -0.598540], [2.448957, 2.644793, -1.622002], [3.210615, 3.095928, -2.787411], [1.942437, 3.849560, -0.711569], [1.447908, 5.037041, -1.322527], [1.167184, 1.778273, -1.919052], [0.314749, 2.045029, -3.024339], [5.108705, 1.046957, -0.465296], [4.489598, 2.021300, 0.902220], [4.936915, 2.763331, -0.674354], [0.408723, 5.192571, -1.037713], [1.524680, 4.982137, -2.411088], [2.071199, 5.876850, -1.017160], [0.620731, 2.816520, -3.728689], [-0.691965, 2.259915, -2.659201], [0.214511, 1.108335, -3.576065], [6.609218, -2.799896, 3.827642], [5.232885, -2.620236, 3.513291], [4.148289, -3.654266, 3.960710], [3.950626, -3.817431, 5.399193], [4.609308, -4.973764, 3.203538], [4.087161, -6.241164, 3.580190], [2.925297, -3.094162, 3.151382], [1.588567, -3.489091, 3.477910], [6.750430, -3.644516, 4.498903], [6.979737, -1.918989, 4.360212], [7.175775, -2.823801, 2.899332], [4.888203, -6.977204, 3.509198], [3.257586, -6.527556, 2.935636], [3.775571, -6.269300, 4.627368], [1.023627, -2.574587, 3.634646], [1.569449, -4.106565, 4.376416], [1.120523, -4.057099, 2.673799], [-1.409490, 2.430402, 0.339168], [-2.038788, 1.187503, 0.590017], [-1.344734, -0.187724, 0.256729], [-1.981093, -1.317254, 0.923991], [-1.309065, -0.195126, -1.311564], [-1.171786, -1.472080, -1.957434], [0.162485, -0.024820, 0.674099], [0.524463, -0.220546, 2.035587], [-0.333564, 2.416729, 0.535344], [-1.853761, 3.206987, 0.955376], [-1.483363, 2.712718, -0.714927], [-1.067751, -1.264012, -3.019126], [-2.071187, -2.084821, -1.903881], [-0.286195, -1.961522, -1.562089], [0.641534, 0.745573, 2.534861], [1.486954, -0.728082, 2.123335], [-0.217524, -0.797727, 2.588591], [7.220325, -2.467840, -0.080074], [5.788584, -2.385823, -0.020056], [5.022926, -1.462133, -1.043878], [5.418681, -0.062145, -0.957181], [5.166060, -2.117832, -2.472158], [5.936102, -1.467464, -3.491141], [3.531231, -1.847151, -0.735960], [2.901312, -1.280659, 0.437370], [7.614987, -1.949123, -0.951476], [7.491048, -3.521294, -0.134454], [7.607543, -2.061070, 0.850874], [6.963736, -1.827948, -3.459085], [5.869967, -0.384870, -3.422563], [5.515131, -1.762605, -4.452085], [2.609260, -0.250413, 0.246354], [3.530574, -1.428806, 1.313881], [2.002976, -1.870776, 0.614152], [2.771779, -2.710208, -7.568351], [2.221738, -3.263688, -6.362692], [1.183242, -2.433353, -5.522164], [1.518629, -1.035156, -5.247335], [-0.132985, -2.692803, -6.346713], [-1.407283, -2.279559, -5.852657], [0.949864, -3.312231, -4.224626], [1.854516, -3.154204, -3.128751], [2.557133, -3.383977, -8.395870], [3.845768, -2.616479, -7.436759], [2.318683, -1.747018, -7.799577], [-1.967910, -3.106482, -5.428147], [-1.960444, -1.789866, -6.651242], [-1.281721, -1.499278, -5.096275], [2.638926, -3.906247, -3.225064], [1.306631, -3.415078, -2.222374], [2.288731, -2.172453, -2.961473]],
  "atomic_forces_ev_per_a": [[0.9129, 0.5936, 0.3992], [-0.1933, -0.2158, 0.3007], [-0.1065, -0.0881, 0.0038], [-0.5229, -0.2498, -0.2158], [0.0022, -0.1546, -0.3137], [-0.1121, 0.0895, -0.3029], [-0.4374, -0.2598, 0.4096], [0.2718, 0.1281, -0.1199], [0.2906, -0.2422, -0.2312], [0.0860, 0.0887, -0.1082], [0.0368, 0.0788, -0.1261], [-1.2493, 0.1282, 0.5605], [-0.3123, 0.1117, 0.0838], [-0.1299, -0.2457, -0.0246], [0.0267, -0.0606, -0.1723], [0.2038, 0.2473, 0.1124], [-0.0226, 0.0454, -0.0062], [0.3665, -0.0649, -0.0912], [0.4169, -0.0544, -0.3126], [0.3187, -0.0404, 0.0459], [0.0579, 0.1302, 0.1124], [0.1963, 0.0431, -0.0323], [0.0443, 0.0254, -0.0425], [-0.5993, -0.0828, -0.0873], [0.5836, 0.1599, 0.4246], [-0.0394, -0.1243, -0.2049], [-0.2092, 0.0430, -0.3755], [-0.0157, 0.1383, 0.4740], [0.3178, -0.0583, -0.0208], [0.0994, 0.2180, 0.0730], [-0.0521, -0.2411, -0.5450], [-0.0092, -0.0520, -0.0671], [-0.0230, 0.0099, 0.1042], [0.2578, -0.1216, -0.1994], [-0.1878, -0.1269, -0.0122], [0.0528, -0.0650, 0.0403], [-0.1956, 0.0761, -0.0688], [0.0070, 0.0232, 0.0424], [-0.1383, 0.0267, 0.1783], [0.0588, 0.1527, 0.2021], [-0.4667, 0.5720, -0.9960], [0.0946, 0.0695, 0.5141], [0.3466, 0.2463, -0.1189], [-0.1855, -0.1496, -0.3301], [0.0272, 0.0177, 0.0931], [0.2657, -0.8765, -1.0429], [0.1107, -0.0704, 0.2559], [-0.4833, -0.4459, 0.7094], [0.0872, -0.2841, 0.1723], [0.0640, -0.1517, 0.1945], [0.1257, -0.0213, 0.2878], [0.0080, 0.3664, 0.4115], [-0.0344, 0.1552, 0.1908], [-0.2031, 0.1281, 0.2703], [0.1867, 0.1324, -0.1508], [-0.0346, 0.2252, -0.2103], [0.2415, 0.0709, -0.2216], [0.1971, 2.6484, 1.0643], [-0.4601, -0.2107, -0.1546], [0.1386, -0.0931, -0.1563], [-0.0114, 0.0833, -0.1243], [-0.0877, 0.0879, 0.3985], [0.2592, 0.1691, -0.4658], [-0.0284, 0.1462, -0.0590], [-0.9324, -0.8563, -0.4605], [-1.1416, 2.2583, 1.1237], [-0.1298, 0.3546, 0.1704], [-0.2994, 0.3777, 0.1760], [0.0139, 0.0089, 0.1173], [-0.0618, -0.0658, 0.0464], [-0.1310, 0.0089, 0.1895], [0.4775, 0.1085, 0.3160], [0.1460, 0.2178, 0.1331], [0.1930, 0.0784, -0.1194], [0.2689, 0.6379, 0.4167], [0.0075, 0.4368, -0.3956], [0.1800, -0.1658, 0.1366], [-0.1353, -0.2360, 0.1558], [0.1239, 0.0618, 0.0140], [0.1318, -0.6126, 0.5197], [-0.2181, 0.1073, -0.3682], [-0.3301, -0.0172, 0.3103], [0.1956, -0.2394, -0.3359], [-0.3335, 0.0136, 0.0459], [-0.0451, -0.5898, 0.0343], [-0.0106, 0.0841, -0.3158], [0.0182, 0.0640, -0.0665], [-0.1329, 0.3065, -0.0847], [-0.1281, -0.0915, 0.1327], [0.0139, 0.1746, 0.0926], [0.3099, 0.0934, -0.2225], [0.8722, 0.6118, -0.4544], [-0.1833, 0.1845, 0.1700], [-0.3430, -0.0669, 0.5077], [-0.4838, -0.3293, -0.1162], [-0.2608, -0.0808, -0.1197], [0.0353, 0.1508, -0.6841], [0.7129, -0.0114, -0.2700], [0.1007, 0.3994, 1.0703], [-0.0846, -0.2565, 0.2370], [-0.2296, -0.1885, 0.1036], [-0.3164, -0.0829, 0.0349], [0.4077, 0.1125, 0.0704], [0.0273, 0.0599, 0.5768], [-0.0693, -0.2689, -0.1268], [-0.1763, 0.0072, -0.1227], [-0.2541, 0.0105, -0.2832], [-0.1064, -0.0173, -0.1838], [-0.2617, -0.2621, 0.2194], [0.2141, -0.2940, -0.0234], [-0.8172, -1.5895, -0.1298], [2.1648, -3.9236, -2.1802], [0.1921, 0.1210, 0.0408], [-0.1070, -0.1629, -0.6047], [0.1923, 0.4367, 0.0560], [-0.2751, -0.5280, -0.0216], [0.1194, 0.1406, 0.0988], [-0.0400, 0.0058, -0.0663], [0.1811, 0.2182, -0.1694], [0.0615, 0.1791, 0.1146], [0.1250, 0.0177, 0.2121], [-0.0938, -0.0686, 0.1185], [0.2307, -0.0711, 0.0438], [0.1878, 0.2343, -0.0192], [0.0913, -0.0489, -0.2852], [-0.1935, 0.0030, -0.0620], [0.3295, -0.1046, -0.0896], [-0.4598, -0.0627, 0.2484], [0.0779, 0.1441, -0.0958], [-0.1864, -0.2620, -0.2136], [-0.0987, 0.9632, 0.3378], [0.1442, 0.4393, -0.1944], [0.1522, -0.9433, 0.8916], [0.0113, -0.1337, 0.1107], [0.0271, 0.1076, -0.0370], [0.1572, 0.1006, 0.0965], [0.0763, -0.1323, -0.0914], [0.0059, -0.3436, -0.2007], [0.0060, -0.1777, 0.0639], [0.1716, 0.1900, -0.0833], [-0.1016, 0.0260, -0.0926], [-0.1935, 0.2037, -0.5832]],
  "lowdin_charge": [-0.135, -0.157, 0.080, 0.054, 0.080, 0.003, -0.071, -0.205, 0.314, -0.227, -0.195, -0.115, -0.222, -0.075, 0.089, 0.094, 0.077, 0.091, 0.090, 0.089, 0.091, 0.089, 0.091, -0.079, -0.197, 0.308, -0.223, -0.197, -0.067, -0.217, -0.098, 0.070, 0.095, 0.084, 0.083, 0.090, 0.092, 0.088, 0.091, 0.077, -0.097, -0.182, 0.343, -0.217, -0.184, -0.097, -0.176, -0.077, 0.082, 0.094, 0.093, 0.095, 0.077, 0.077, 0.088, 0.096, 0.093, -0.091, -0.213, 0.332, -0.221, -0.221, -0.100, -0.205, -0.089, -0.082, 0.075, 0.093, 0.082, 0.081, 0.089, 0.091, 0.070, 0.082, -0.075, -0.204, 0.318, -0.219, -0.205, -0.099, -0.221, -0.065, 0.093, 0.094, 0.070, 0.088, 0.089, 0.086, 0.078, 0.088, 0.096, -0.101, -0.189, 0.321, -0.212, -0.193, -0.047, -0.207, -0.092, 0.085, 0.093, 0.072, 0.069, 0.084, 0.079, 0.078, 0.042, 0.088, -0.069, -0.196, 0.402, -0.168, -0.192, -0.072, -0.179, -0.066, 0.082, 0.096, 0.077, 0.086, 0.091, 0.088, 0.075, 0.081, 0.087, -0.081, -0.205, 0.318, -0.224, -0.201, -0.079, -0.197, -0.101, 0.089, 0.085, 0.086, 0.094, 0.093, 0.065, 0.095, 0.079, 0.073]
}